Entry 1:
Molecular formula: C28H61Cl8F3N8O17
Method: DFT, wB97M-V/def2-TZVPD

HOMO (eV): -0.32
F_max (eV/Å): 4.56
E (Eh): -6800.919141

The geometry in ORCA input format:
```
! wB97M-V def2-TZVPD RIJCOSX def2/J DEFGRID3
* xyz -2 1
C -3.599 -0.928 6.549
O -2.164 -0.796 6.249
O -3.981 0.272 7.065
C -4.255 -1.604 5.342
F -3.814 -2.903 5.234
F -5.584 -1.634 5.554
F -4.035 -1.007 4.172
C -1.355 -1.740 6.876
C -0.553 -2.536 5.843
H 0.227 -1.931 5.380
H -0.133 -3.459 6.246
H -1.131 -2.944 5.008
H -1.867 -2.394 7.587
H -0.581 -1.244 7.479
H -3.794 -1.643 7.367
C -0.911 -1.985 -0.297
C 0.183 -0.982 0.044
C 1.487 -1.314 -0.704
C 1.504 -0.814 -2.164
C 1.170 0.660 -2.181
C -0.195 0.937 -1.601
N -0.213 0.431 -0.239
O -1.235 0.913 0.595
C -1.288 0.301 -2.573
C -0.381 2.481 -1.668
C 0.620 -1.161 1.526
H -0.989 -2.836 0.385
H -0.843 -2.378 -1.321
H -1.924 -1.580 -0.397
H 1.814 -2.359 -0.641
H 2.312 -0.869 -0.135
H 0.816 -1.354 -2.821
H 2.486 -1.089 -2.562
H 1.147 1.045 -3.207
H 1.954 1.089 -1.552
H -2.265 0.424 -2.101
H -1.167 -0.752 -2.831
H -1.268 0.916 -3.477
H -0.374 2.934 -2.668
H 0.528 2.949 -1.272
H -1.209 2.907 -1.106
H -0.195 -1.061 2.245
H 1.343 -0.391 1.811
H 1.122 -2.124 1.709
Cl 5.535 -0.040 2.270
C 4.480 -0.309 3.719
C 5.053 -1.421 4.630
Cl 6.842 -1.268 5.001
H 3.499 -0.517 3.290
H 4.285 0.611 4.267
H 4.900 -2.393 4.163
H 4.457 -1.502 5.538
Cl 1.767 -5.544 6.138
C 2.462 -5.355 4.491
C 1.912 -4.174 3.688
Cl 2.825 -4.300 2.162
H 2.220 -6.309 4.028
H 3.534 -5.244 4.631
H 2.209 -3.306 4.272
H 0.837 -4.231 3.556
Cl 5.451 0.717 -1.382
C 6.253 -0.882 -1.282
C 5.326 -1.854 -2.004
Cl 5.939 -3.474 -1.710
H 6.429 -1.181 -0.253
H 7.198 -0.806 -1.816
H 5.305 -1.683 -3.075
H 4.384 -1.841 -1.461
Cl 2.824 5.846 -2.675
C 2.519 4.873 -4.136
C 3.653 4.041 -4.740
Cl 4.984 4.981 -5.541
H 2.327 5.640 -4.884
H 1.729 4.175 -3.871
H 3.205 3.405 -5.498
H 4.118 3.484 -3.930
C -4.420 0.579 -0.278
N -4.629 1.806 0.544
O -3.856 2.113 1.404
O -5.792 2.263 0.545
H -5.271 -0.065 -0.080
H -3.421 0.164 -0.122
H -4.417 0.973 -1.296
C -1.381 -0.700 -6.106
N -0.902 0.589 -6.721
O -0.684 1.494 -5.947
O -0.544 0.521 -7.880
H -1.609 -1.346 -6.949
H -2.258 -0.603 -5.473
H -0.508 -1.074 -5.576
C -2.789 -3.524 -3.271
N -1.568 -3.680 -4.112
O -0.520 -3.232 -3.726
O -1.780 -4.141 -5.227
H -3.714 -3.748 -3.782
H -2.792 -2.497 -2.900
H -2.457 -4.092 -2.399
C -1.799 4.316 -5.264
N -1.707 5.016 -3.933
O -0.675 5.560 -3.581
O -2.691 4.959 -3.235
H -2.058 4.946 -6.112
H -2.570 3.577 -5.077
H -0.814 3.899 -5.453
C 3.533 3.031 0.618
N 2.404 2.814 1.548
O 2.578 2.288 2.641
O 1.323 3.250 1.216
H 3.191 2.847 -0.401
H 4.357 2.352 0.821
H 3.828 4.078 0.591
C -1.712 6.610 -0.480
N -2.051 5.312 0.160
O -1.386 4.926 1.100
O -3.108 4.803 -0.149
H -0.639 6.738 -0.594
H -2.078 7.389 0.186
H -2.213 6.655 -1.441
C -4.919 -3.041 2.339
N -5.555 -4.409 2.156
O -4.950 -5.223 1.458
O -6.359 -4.761 2.991
H -3.853 -3.107 2.521
H -5.562 -2.557 3.062
H -5.074 -2.653 1.330
*
```



Entry 2:
Molecular formula: C28H61FNO10
Method: DFT, wB97M-V/def2-TZVPD

HOMO (eV): -10.19
F_max (eV/Å): 1.30
E (Eh): -2010.015138

The geometry in ORCA input format:
```
! wB97M-V def2-TZVPD RIJCOSX def2/J DEFGRID3
* xyz 1 1
F -2.476 3.782 1.122
C -1.883 4.399 0.016
C -2.866 5.434 -0.567
C -3.893 5.982 0.470
C -5.262 5.368 0.230
C -6.397 6.186 0.224
C -7.658 5.652 -0.033
C -7.760 4.309 -0.271
N -6.671 3.544 -0.225
C -5.448 4.027 0.014
H -0.941 4.883 0.308
H -1.600 3.638 -0.725
H -2.273 6.257 -0.983
H -3.388 4.989 -1.427
H -4.005 7.049 0.239
H -3.557 5.886 1.506
H -6.325 7.255 0.417
H -8.548 6.275 -0.039
H -8.727 3.861 -0.495
H -6.772 2.546 -0.381
H -4.580 3.369 0.016
C -12.268 4.347 1.023
O -11.416 3.225 0.834
C -11.323 2.411 2.001
C -12.173 1.163 1.879
O -13.554 1.480 1.865
C -14.124 1.431 0.567
H -12.449 4.799 0.048
H -13.226 4.056 1.456
H -11.782 5.086 1.669
H -11.596 2.978 2.894
H -10.274 2.111 2.099
H -11.997 0.532 2.755
H -11.896 0.589 0.989
H -14.225 0.392 0.237
H -13.526 1.989 -0.158
H -15.116 1.876 0.619
C 2.403 1.252 -1.846
O 1.202 1.700 -1.230
C 0.936 1.000 -0.023
C 1.319 1.810 1.196
O 2.727 1.974 1.271
C 3.162 3.258 0.859
H 2.650 1.948 -2.648
H 3.234 1.228 -1.137
H 2.259 0.257 -2.278
H 1.450 0.035 -0.010
H -0.143 0.809 0.000
H 1.012 1.262 2.092
H 0.810 2.779 1.204
H 2.907 4.006 1.619
H 2.723 3.545 -0.100
H 4.246 3.228 0.753
C 4.506 -2.466 4.105
O 5.887 -2.221 3.919
C 6.412 -2.873 2.769
C 6.593 -1.905 1.619
O 5.341 -1.434 1.131
C 5.026 -0.120 1.573
H 4.144 -1.783 4.873
H 3.937 -2.292 3.187
H 4.345 -3.494 4.446
H 5.778 -3.713 2.472
H 7.392 -3.273 3.047
H 7.082 -2.431 0.793
H 7.233 -1.068 1.913
H 5.654 0.612 1.051
H 5.157 -0.013 2.652
H 3.987 0.077 1.326
C 7.857 -5.961 -0.495
O 6.973 -5.580 0.546
C 5.613 -5.560 0.135
C 4.865 -6.783 0.624
O 5.331 -7.965 -0.010
C 6.191 -8.732 0.816
H 8.835 -6.145 -0.054
H 7.522 -6.872 -0.997
H 7.949 -5.152 -1.228
H 5.536 -5.467 -0.953
H 5.159 -4.668 0.582
H 3.807 -6.675 0.363
H 4.937 -6.871 1.713
H 5.615 -9.224 1.608
H 6.976 -8.117 1.263
H 6.655 -9.498 0.197
C 5.624 -3.899 -4.952
O 6.221 -2.616 -4.862
C 5.355 -1.573 -5.283
C 4.764 -0.835 -4.100
O 3.872 -1.662 -3.363
C 4.458 -2.153 -2.166
H 6.268 -4.606 -4.431
H 4.635 -3.918 -4.488
H 5.544 -4.206 -6.000
H 4.564 -1.959 -5.933
H 5.960 -0.872 -5.867
H 4.179 0.014 -4.472
H 5.553 -0.442 -3.452
H 4.536 -1.346 -1.429
H 5.446 -2.583 -2.343
H 3.807 -2.927 -1.760
*
```